Computed, not measured: a structure of composition C24H24Br3N2O2P2Sn, with ωB97M-V/def2-TZVPD.

Last column: Mulliken charge in e.
CARTESIAN COORDINATES (ANGSTROEM)
1 Sn 14.96 11.13 4.91  0.496
2 C 12.66 9.40 7.18  -0.808
3 P 13.78 10.80 7.25  1.006
4 C 14.84 10.82 8.68  -1.185
5 C 12.75 12.23 7.69  0.388
6 C 11.47 12.09 8.29  -0.559
7 C 10.69 13.22 8.42  -0.629
8 C 11.12 14.48 8.00  -0.556
9 C 12.34 14.64 7.35  -0.514
10 C 13.10 13.45 7.09  0.141
11 P 14.58 13.42 6.00  0.731
12 C 16.04 13.91 7.10  -1.209
13 C 14.24 14.82 4.87  -1.398
14 H 12.13 9.57 6.22  -0.169
15 H 11.97 9.25 7.99  0.574
16 H 13.26 8.47 7.01  0.251
17 H 14.34 11.31 9.50  0.446
18 H 15.74 11.35 8.44  0.221
19 H 15.11 9.78 9.01  0.426
20 H 11.10 11.14 8.71  0.259
21 H 9.61 13.08 8.69  0.380
22 H 10.53 15.39 8.18  0.380
23 H 12.70 15.58 6.85  0.196
24 H 16.48 12.97 7.51  0.206
25 H 15.69 14.47 7.96  0.432
26 H 16.71 14.61 6.63  0.463
27 H 13.41 14.58 4.19  0.390
28 H 15.18 14.99 4.30  0.417
29 H 14.00 15.76 5.42  0.451
30 O 6.27 10.27 5.82  -0.527
31 C 7.57 10.49 5.46  1.015
32 C 8.12 11.76 5.50  -0.532
33 C 9.45 11.83 5.22  -0.403
34 N 10.18 10.81 4.77  -0.398
35 C 9.61 9.59 4.70  0.105
36 Br 10.68 8.15 4.10  -0.119
37 C 8.30 9.36 5.05  -0.442
38 H 5.71 11.04 5.90  0.316
39 H 7.55 12.69 5.81  0.259
40 H 9.98 12.76 5.45  0.360
41 H 7.93 8.33 4.95  0.415
42 Br 15.21 6.09 5.91  -0.141
43 C 16.69 7.21 5.61  -0.504
44 C 18.00 6.71 5.55  -0.367
45 C 19.06 7.62 5.45  -0.126
46 Br 20.80 6.90 5.42  -0.191
47 C 18.79 9.02 5.32  0.889
48 C 19.83 9.95 5.09  -0.601
49 C 19.53 11.31 5.01  -1.052
50 C 18.21 11.71 4.99  -0.119
51 N 17.21 10.83 5.13  0.011
52 C 17.46 9.50 5.30  0.253
53 C 16.40 8.57 5.44  0.728
54 O 15.19 8.98 5.15  -0.642
55 H 18.26 5.65 5.50  0.417
56 H 20.86 9.63 4.94  0.339
57 H 20.29 12.06 4.91  0.415
58 H 17.91 12.77 4.88  0.415

## Properties
gap between HOMO and LUMO = 6.842 eV
E_tot = -9807.7879 hartree
LUMO level = -3.23 eV
charge = +1
highest occupied orbital energy = -10.07 eV
F_max = 0.0598 Eh/bohr

---

Computed, not measured: a structure of composition C24H24ClINNdO3Si, with ωB97M-V/def2-TZVPD.

Last column: Mulliken charge in e.
CARTESIAN COORDINATES (ANGSTROEM)
1 Nd 0.75 -0.45 -0.46  1.026
2 Cl 0.69 6.23 2.62  -0.269
3 C 0.52 4.52 2.41  0.422
4 C 0.41 3.64 3.51  -0.452
5 C 0.36 2.23 3.35  -0.590
6 I 0.43 1.01 5.12  -0.015
7 C 0.45 1.62 2.04  0.638
8 O 0.44 0.35 1.85  -0.551
9 C 0.49 2.59 0.95  0.126
10 N 0.42 2.04 -0.33  0.032
11 C 0.32 2.86 -1.39  -0.160
12 C 0.29 4.24 -1.31  -0.961
13 C 0.49 4.80 -0.07  -0.549
14 C 0.50 3.97 1.11  0.347
15 H 0.27 4.03 4.51  0.384
16 H 0.28 2.35 -2.37  0.466
17 H 0.26 4.90 -2.16  0.396
18 H 0.63 5.88 0.03  0.380
19 C 0.65 -3.95 2.23  -1.610
20 C 1.45 -3.15 1.25  1.023
21 C 2.34 -2.14 1.71  -1.013
22 C 3.19 -1.43 0.86  1.245
23 C 3.83 -0.17 1.42  -1.628
24 C 3.06 -1.70 -0.55  0.202
25 C 2.28 -2.78 -1.04  1.034
26 C 2.27 -3.26 -2.49  -1.437
27 C 1.43 -3.47 -0.13  -1.033
28 C 3.60 -0.62 -1.47  0.096
29 O 4.79 -0.36 -1.60  -0.649
30 O 2.55 0.04 -2.00  -0.619
31 H -0.03 -3.34 2.82  0.327
32 H 1.33 -4.40 2.95  0.371
33 H 0.10 -4.73 1.73  0.432
34 H 2.26 -1.81 2.74  0.335
35 H 3.63 0.72 0.79  0.325
36 H 4.91 -0.29 1.46  0.364
37 H 3.49 0.01 2.42  0.426
38 H 1.35 -2.92 -2.97  0.237
39 H 2.30 -4.35 -2.52  0.454
40 H 3.15 -2.85 -3.04  0.370
41 H 0.68 -4.12 -0.50  0.438
42 C -4.54 -0.17 -3.31  -1.117
43 Si -3.92 -0.41 -1.51  0.183
44 C -4.78 -1.89 -0.73  -1.029
45 C -4.27 1.21 -0.54  -1.008
46 C -2.08 -0.81 -1.54  -0.464
47 C -0.97 -1.24 -1.93  0.204
48 H -5.56 0.15 -3.38  0.371
49 H -4.53 -1.13 -3.81  0.310
50 H -4.02 0.54 -3.91  0.351
51 H -5.77 -1.98 -1.14  0.336
52 H -4.83 -1.81 0.35  0.314
53 H -4.18 -2.76 -1.03  0.285
54 H -5.28 1.18 -0.11  0.334
55 H -4.27 2.08 -1.21  0.307
56 H -3.61 1.31 0.32  0.265

## Properties
gap between HOMO and LUMO (spin up / spin down) = 7.094 / 7.120 eV
E_tot = -2818.2789 hartree
⟨S²⟩ = 3.753
LUMO level (spin up / spin down) = -0.70 / -0.68 eV
highest occupied orbital energy (spin up / spin down) = -7.79 / -7.80 eV
F_max = 0.0491 Eh/bohr
multiplicity = 4

---

Question: F_max of number 1 (C24H24Br3N2O2P2Sn)?
Answer: 0.0598 Eh/bohr